The following is a quantum chemistry calculation of an isolated molecule of C3HClN2 at a distorted geometry, from OMol25.

The SMILES is N#CC(Cl)C#N. For the HOMO-LUMO gap, the calculation gives 11.28 eV. The calculation puts the relative energy (zero: lowest compared OMol25 entry of this formula, charge and spin) at 106.4 kJ/mol. The calculation puts the HOMO energy at -11.8 eV. As for the charge: 0.

Each line ends with the Mulliken charge.
Geometry (Å):
Cl -0.6000 1.7379 -0.3511  -0.110
N 2.3529 -0.2696 -0.5179  -0.312
N -2.0290 -1.1511 -0.5827  -0.404
C 1.2597 -0.0520 -0.2337  0.001
C -1.0186 -0.6540 -0.0054  0.076
C -0.0677 0.2043 0.3243  0.514
H 0.1026 0.1844 1.3666  0.236